Record 1
Entry from OMol25: a structure of composition C53H51AsFIrN2P in a non-equilibrium geometry (ωB97M-V with the def2-TZVPD basis set).

Structure (XYZ):
```
110
Properties=species:S:1:pos:R:3:forces:R:3
Ir 0.786757 0.947958 0.219166 1.16 0.65 0.00
C -3.636043 0.874958 0.897066 0.28 -0.03 -0.08
C -2.390443 1.627458 1.359966 -0.21 -0.15 0.09
C -1.963343 1.220358 2.738966 0.36 -0.05 0.05
C -2.929043 1.151258 3.733166 0.09 -0.04 0.02
C -2.629943 0.676658 4.995566 0.02 -0.10 -0.01
C -1.366643 0.179858 5.250766 -0.15 0.17 0.00
C -0.362243 0.249258 4.296266 0.02 0.13 -0.33
C 0.917657 -0.502142 4.571666 0.04 -0.26 -0.01
C 0.605457 -1.993842 4.734666 0.13 0.08 -0.10
C -0.634143 0.882758 3.059766 -0.98 -0.14 0.88
N 0.446657 1.209858 2.229466 1.10 0.51 -0.08
C 1.505457 1.705658 2.834866 -0.20 -0.03 0.14
C 2.766057 1.701358 2.242266 0.47 0.31 0.11
C 4.030257 2.075858 2.755366 -0.73 -0.15 -0.06
C 4.960857 1.614758 1.853466 -0.14 -0.20 -0.37
C 4.240557 1.001358 0.810366 0.58 -0.09 -0.41
N 2.935557 1.054658 1.032066 -2.80 0.60 -0.30
H -3.820143 1.080858 -0.153734 -0.09 0.01 -0.19
H -4.515243 1.190858 1.448966 -0.11 -0.02 0.07
H -3.506243 -0.198742 1.036266 -0.11 -0.07 -0.02
H -2.603543 2.693658 1.340566 0.21 0.05 -0.17
H -1.573143 1.423258 0.649566 -0.02 0.19 -0.07
H -3.928943 1.495458 3.524266 -0.15 -0.02 -0.08
H -3.396143 0.639658 5.752766 -0.08 0.04 0.14
H -1.151043 -0.256642 6.213966 0.05 -0.11 0.10
H 1.394357 -0.129142 5.482066 0.07 0.05 -0.07
H 1.630057 -0.401942 3.750466 -0.01 0.03 0.17
H -0.038543 -2.177942 5.590266 -0.06 -0.05 0.06
H 1.522257 -2.562242 4.865866 0.09 -0.09 0.04
H 0.102057 -2.366942 3.841366 0.00 -0.08 0.01
H 1.422257 2.061158 3.858466 -0.11 -0.04 0.03
H 4.210157 2.601158 3.672166 0.02 0.05 0.25
H 6.028157 1.685558 1.919666 0.20 -0.01 -0.02
H 4.661657 0.514358 -0.051634 -0.01 -0.04 -0.21
C -3.724743 -4.473542 2.089166 -0.04 0.00 0.01
C -3.322943 -3.439242 2.917666 -0.03 -0.03 0.05
C -2.395543 -2.507142 2.475566 0.17 0.29 -0.02
C -1.862543 -2.616942 1.198366 0.10 0.34 0.07
C -2.273843 -3.656742 0.369466 0.19 0.16 -0.27
C -3.207043 -4.573942 0.809566 0.04 -0.04 -0.02
As -0.411343 -1.459642 0.533766 -0.03 -1.03 -0.47
C 1.072557 -2.703842 0.723866 0.16 0.17 -0.04
C 2.316557 -2.231842 0.322166 -0.06 0.30 -0.02
C 3.414757 -3.069942 0.286766 0.11 -0.07 -0.02
C 3.286457 -4.388842 0.691266 0.00 -0.05 -0.05
C 2.057357 -4.858242 1.124266 0.00 -0.04 0.01
C 0.950657 -4.024242 1.132866 -0.33 -0.03 0.09
C -0.799343 -1.715842 -1.356334 0.34 0.03 -0.05
C 0.147357 -2.190842 -2.204334 -1.03 -1.04 -0.68
C -0.026643 -2.181542 -3.678334 -3.53 -2.73 2.37
C -1.431043 -1.916742 -4.083734 1.63 -0.80 -0.01
C -2.377743 -1.524642 -3.194134 -0.38 0.61 0.95
C -2.071543 -1.350742 -1.834634 -0.25 -0.04 -0.68
H -4.440243 -5.204142 2.430666 -0.12 -0.05 0.10
H -3.732843 -3.360542 3.912266 -0.03 0.05 0.13
H -2.084443 -1.692342 3.119466 -0.06 -0.01 0.08
H -1.858443 -3.758242 -0.626634 -0.04 -0.03 0.07
H -3.513443 -5.366642 0.145066 -0.07 -0.13 -0.01
H 2.406457 -1.189842 0.020266 0.12 -0.18 0.02
H 4.366357 -2.702042 -0.066434 0.11 0.07 0.01
H 4.133757 -5.058142 0.655066 0.08 0.00 0.04
H 1.954257 -5.884542 1.443566 -0.02 -0.08 0.03
H -0.010143 -4.415042 1.447066 0.06 0.01 0.02
H 1.082757 -2.585242 -1.833434 0.08 0.15 0.03
H 0.309457 -3.145642 -4.084834 0.16 0.62 0.05
H -1.678343 -2.043042 -5.125934 -0.06 -0.01 -0.19
H -3.385943 -1.336642 -3.534834 -0.08 0.06 -0.02
H -2.831143 -1.013142 -1.141734 -0.09 0.00 -0.02
F -3.713143 6.112158 1.524466 0.16 -0.10 -0.04
C -2.642943 5.384458 1.162566 0.18 -0.17 -0.06
C -2.587743 4.853658 -0.118434 -0.20 0.20 0.19
C -1.483243 4.113858 -0.485834 0.47 -0.02 0.25
C -0.428743 3.878558 0.412366 -0.81 0.16 0.21
C 0.758557 3.146258 -0.018934 1.34 -1.11 -0.19
C -0.525343 4.425858 1.700366 0.07 -0.19 -0.46
C -1.618043 5.180758 2.075666 -0.34 0.13 -0.03
H -3.401643 5.025958 -0.805834 -0.07 0.08 -0.05
H -1.414943 3.715358 -1.488134 -0.02 0.01 -0.06
H 1.632657 3.443558 0.559966 0.07 0.01 -0.13
H 0.929257 3.318958 -1.080334 0.08 -0.01 0.07
H 0.286457 4.282758 2.398266 0.07 -0.03 0.09
H -1.684143 5.616858 3.059366 -0.04 0.07 0.11
C 2.901357 1.918158 -2.363534 -0.17 -0.17 0.16
P 1.389657 0.870058 -2.131934 0.35 0.49 -0.18
C 0.201457 1.692558 -3.248834 -0.05 -0.03 0.50
C 0.630957 2.305158 -4.423734 0.00 -0.01 0.09
C -0.293043 2.867958 -5.283934 0.10 0.00 -0.09
C -1.646243 2.813058 -4.990334 -0.07 -0.02 0.10
C -2.076843 2.215858 -3.816734 -0.11 0.00 -0.08
C -1.154343 1.660658 -2.946434 0.20 -0.03 0.07
C 1.872157 -0.529542 -3.195334 0.13 0.09 -1.23
C 3.128557 -1.072142 -3.029834 -0.39 0.16 0.16
C 3.667057 -1.977242 -3.935634 -0.09 -0.38 -0.41
C 2.986857 -2.250942 -5.142234 0.50 -0.07 0.53
C 1.745757 -1.756842 -5.354334 -0.73 1.08 0.48
C 0.978257 -1.073642 -4.277234 3.38 2.63 -1.17
H 3.405657 1.641658 -3.289134 -0.05 0.05 0.09
H 3.577257 1.784158 -1.522234 0.01 0.01 -0.04
H 2.612557 2.965558 -2.406134 -0.01 0.06 0.06
H 1.682057 2.331558 -4.672834 0.05 0.01 -0.04
H 0.045957 3.344958 -6.189934 0.02 0.05 -0.12
H -2.361743 3.237958 -5.675834 -0.10 0.08 -0.06
H -3.129543 2.183358 -3.580134 -0.12 -0.01 0.02
H -1.476743 1.190658 -2.023934 -0.08 0.03 -0.01
H 3.741557 -0.742542 -2.200434 0.10 -0.02 0.11
H 4.640457 -2.404942 -3.762734 0.16 0.00 0.02
H 3.483457 -2.826142 -5.909734 0.02 -0.06 -0.06
H 1.220157 -1.937042 -6.278834 -0.07 -0.08 -0.17
H 0.339457 -0.282042 -4.682634 0.04 -0.49 0.24
```
Positions in Å, forces in eV/Å.

**HOMO (spin up / spin down)**: -8.467 / -8.468 eV
**Net charge**: +1
**ΔE to the lowest compared entry with this formula, charge and spin**: 5.504 eV
**Kohn-Sham gap (spin up / spin down)**: 0.150 / 0.150 hartree

***

Record 2
Entry from OMol25: a structure of composition C53H51N8PS2W (ωB97M-V with the def2-TZVPD basis set).

Structure (XYZ):
```
116
Properties=species:S:1:pos:R:3:forces:R:3
W 0.371715 -0.238848 -0.925978 -0.27 -0.15 -0.62
C 3.452893 -0.578741 3.789228 0.01 -0.03 0.01
N 2.934551 -0.842082 2.438242 0.16 -0.01 0.02
C 1.915715 -0.198332 1.841690 -0.16 0.03 0.05
N 1.805418 -0.626143 0.591942 0.21 -0.11 0.12
C 2.798333 -1.547413 0.368149 0.03 0.00 -0.03
C 3.517904 -1.716387 1.527427 -0.04 -0.02 -0.02
C 4.701256 -2.538640 1.801751 0.02 0.03 0.04
C 4.726496 -3.424035 2.880492 -0.03 0.01 -0.01
C 5.850501 -4.198041 3.112195 0.03 -0.02 0.00
C 6.952412 -4.089651 2.271879 -0.01 0.00 0.01
C 6.931393 -3.210402 1.197234 0.00 0.00 0.00
C 5.808287 -2.434245 0.958538 -0.02 0.00 -0.01
C 2.946369 -1.889033 -1.040862 -0.01 0.11 -0.01
C 2.715347 -0.774644 -1.911924 0.00 -0.04 0.02
C 2.838010 -0.977236 -3.313678 -0.01 0.04 0.03
C 3.117115 -2.227670 -3.812269 0.01 -0.03 -0.01
C 3.318143 -3.297948 -2.933404 0.00 0.01 0.02
C 3.241592 -3.134730 -1.551143 0.01 -0.04 -0.03
P 0.983307 1.248533 2.423984 0.00 0.00 -0.04
C 1.306496 2.207704 0.894490 0.01 0.06 0.01
N 1.154650 1.866966 -0.412603 -0.03 -0.04 0.05
C 1.526695 2.998184 -1.152532 0.08 0.00 0.00
C 1.909713 3.986886 -0.269253 -0.03 -0.01 -0.01
N 1.756667 3.465430 0.987581 0.01 0.04 0.03
C 2.021752 4.236224 2.211692 0.00 0.00 0.02
C 2.410480 5.363745 -0.455889 -0.04 -0.01 0.01
C 3.773455 5.589857 -0.635883 0.00 0.00 -0.04
C 4.238481 6.887044 -0.793143 0.01 0.00 0.00
C 3.347688 7.952634 -0.769554 0.00 -0.01 0.00
C 1.989401 7.726958 -0.586377 -0.01 -0.01 0.00
C 1.517049 6.432473 -0.426274 0.02 0.03 -0.01
C 1.531665 3.092202 -2.624051 -0.01 -0.03 0.06
C 1.247390 1.969265 -3.383328 -0.04 0.14 0.10
C 1.248535 1.982987 -4.766823 -0.02 -0.07 -0.03
C 1.551882 3.162948 -5.430175 0.01 0.02 0.00
C 1.833104 4.303972 -4.690354 0.00 0.01 0.04
C 1.824315 4.279880 -3.303572 0.00 0.00 -0.06
C -0.677616 0.714694 1.900296 0.11 -0.05 0.02
N -0.922155 0.380277 0.638430 -0.19 0.01 0.14
C -2.275158 0.461826 0.428992 0.06 0.06 0.04
C -2.883951 0.821864 1.609301 -0.01 -0.07 -0.04
N -1.849526 0.974074 2.515226 -0.08 0.10 0.00
C -2.008730 1.465701 3.890413 0.00 0.00 0.04
C -4.296366 1.079037 1.908951 0.00 0.02 0.03
C -5.022531 1.937315 1.081603 0.01 -0.02 -0.01
C -6.361524 2.178682 1.344138 0.00 0.01 0.00
C -6.978880 1.567557 2.427907 0.02 0.00 0.00
C -6.258372 0.714159 3.254805 -0.03 -0.01 0.00
C -4.919747 0.469046 2.998899 0.02 0.00 0.00
C -2.645994 0.395756 -0.975510 0.01 0.00 0.00
C -3.783872 -0.186929 -1.492744 -0.03 -0.04 -0.01
C -3.986758 -0.175524 -2.871163 0.02 0.02 -0.01
C -3.074328 0.427338 -3.747377 -0.04 -0.03 0.01
C -1.946356 1.025225 -3.244743 0.06 -0.01 0.05
C -1.681038 1.003789 -1.843406 0.05 0.10 -0.05
H 3.166391 0.424009 4.094634 -0.01 0.00 -0.01
H 4.536515 -0.659933 3.764613 0.00 0.01 -0.01
H 3.058899 -1.301427 4.500828 -0.01 -0.01 -0.02
H 3.863928 -3.523955 3.531068 0.02 -0.01 0.00
H 5.871784 -4.888293 3.944362 -0.01 0.00 0.00
H 7.831626 -4.691253 2.458855 0.00 0.00 0.00
H 7.795341 -3.122015 0.552781 0.00 0.00 0.00
H 5.799859 -1.731793 0.133087 0.01 0.00 0.00
H 2.944045 0.223922 -1.535644 -0.02 0.01 0.01
H 2.743777 -0.126780 -3.976083 0.01 -0.01 -0.01
H 3.215386 -2.383551 -4.878143 0.00 0.00 0.00
H 3.547737 -4.276750 -3.336699 0.00 0.00 0.00
H 3.411347 -3.974259 -0.889743 0.00 0.00 0.00
H 2.837917 4.923292 2.010462 0.01 0.00 -0.01
H 2.301596 3.570019 3.022006 0.00 -0.01 -0.01
H 1.138643 4.810016 2.486379 0.00 0.00 -0.01
H 4.464889 4.755831 -0.667673 0.00 0.01 0.01
H 5.295059 7.068066 -0.936496 0.00 0.00 0.00
H 3.713480 8.962887 -0.893921 0.00 0.00 0.00
H 1.299235 8.559495 -0.570871 0.00 0.00 0.00
H 0.455785 6.253877 -0.295678 0.00 0.00 0.00
H 0.979976 1.063554 -2.857764 0.13 -0.05 -0.19
H 1.012651 1.086075 -5.330174 0.00 0.01 0.00
H 1.563977 3.198117 -6.511030 0.00 -0.01 0.00
H 2.061986 5.230038 -5.200162 0.00 0.00 0.01
H 2.042928 5.189888 -2.769518 0.00 0.01 0.01
H -2.836326 2.169576 3.915414 0.00 0.00 -0.02
H -1.094828 1.965124 4.201592 0.01 0.00 -0.01
H -2.220125 0.642249 4.568676 0.00 -0.02 -0.02
H -4.535243 2.434533 0.250931 -0.01 0.00 -0.01
H -6.921847 2.854470 0.712434 0.00 0.00 0.00
H -8.022618 1.762157 2.634283 0.00 0.00 0.00
H -6.744195 0.241321 4.097547 0.01 0.00 0.00
H -4.364685 -0.207746 3.638736 -0.02 0.00 0.00
H -4.514865 -0.642309 -0.837855 0.00 0.00 0.00
H -4.880130 -0.636028 -3.275516 0.00 0.00 0.00
H -3.280096 0.446485 -4.808984 0.00 0.00 0.00
H -1.259132 1.547548 -3.897699 -0.02 0.00 0.00
H -1.125025 1.860140 -1.454927 0.00 -0.01 0.03
C -4.107085 -2.726683 1.481883 0.06 -0.02 0.04
C -3.029179 -3.733950 1.126016 -0.08 0.01 0.00
N -1.775555 -3.468491 1.863205 -0.01 -0.01 0.01
C -0.672389 -2.898702 1.430777 0.09 0.07 0.06
S -0.546138 -2.497823 -0.283330 -0.01 -0.03 0.01
N 0.374004 -2.751560 2.241776 0.00 -0.04 -0.04
C 0.397735 -3.117293 3.665157 0.02 0.00 0.00
C -0.307876 -2.090045 4.535740 0.00 0.00 0.02
H -5.017422 -2.938441 0.921984 0.01 -0.02 0.00
H -3.775425 -1.713536 1.251427 -0.03 0.00 -0.03
H -4.356674 -2.772937 2.542789 -0.01 0.00 0.00
H -2.814420 -3.743971 0.061636 0.03 0.03 0.00
H -3.333590 -4.742249 1.401915 0.02 -0.02 -0.01
H -1.742750 -3.864635 2.794122 -0.02 0.02 0.02
H 1.263405 -2.646001 1.774534 -0.06 0.00 0.01
H 1.447592 -3.193199 3.944175 0.00 -0.01 -0.02
H -0.010995 -4.121423 3.805577 -0.02 -0.01 -0.01
H 0.190340 -1.119303 4.460068 -0.03 0.00 0.00
H -0.278557 -2.401269 5.579289 -0.01 0.01 0.00
H -1.355355 -1.967764 4.251802 0.01 0.01 0.01
S -0.082781 -1.253280 -2.774013 0.09 0.06 0.27
```
Positions in Å, forces in eV/Å.

**HOMO (spin up / spin down)**: -17.353 / -17.353 eV
**Net charge**: +4
**Kohn-Sham gap (spin up / spin down)**: 0.169 / 0.201 hartree

***

Calculated values (a.u.) of total energy for the records, taken in order: -4940.6884, -3691.8718.